This record from the Open Molecules 2025 dataset describes a cluster of 2 separate species, C4H11N2S in total at a distorted geometry. The level of theory is the ωB97M-V functional and the def2-TZVPD basis.

```
18
Properties=species:S:1:pos:R:3:forces:R:3:mulliken_charge:R:1
N 3.11438 -0.91379 1.52026 -1.1 -1.0 0.8 -0.74
C 2.58167 -0.57440 0.40761 1.9 2.8 0.4 0.14
C -2.35753 0.16248 1.34559 0.8 -0.1 -0.8 -0.74
S -2.67791 0.34098 -0.45810 0.1 0.2 0.1 -0.72
C 1.29328 0.14368 0.40927 1.2 -2.5 -2.2 -0.50
N 0.79164 0.79468 -0.76079 0.6 0.9 1.2 -0.36
C 0.77254 -0.01896 -1.94400 0.1 0.2 -0.6 -0.90
H 3.63485 -1.78225 1.51884 0.9 0.4 -0.5 0.20
H -2.18101 1.11493 1.84176 -0.3 0.2 0.1 0.20
H 3.13468 -0.54238 -0.54050 -0.5 -1.1 -0.4 0.38
H -1.43347 -0.40385 1.46829 0.1 -0.2 0.2 0.10
H -3.14452 -0.40373 1.80901 -0.4 -0.1 0.4 0.29
H 1.05648 0.48330 1.40668 -0.7 -0.2 -0.1 0.38
H 1.10654 -1.00002 0.06130 -1.6 0.4 1.6 0.09
H -0.14276 1.10924 -0.50905 -0.4 -0.2 -0.5 0.24
H 0.75702 -1.10911 -1.76319 -0.6 0.1 0.3 0.29
H 1.66058 0.06897 -2.57490 0.2 0.5 0.1 0.30
H -0.08125 0.31221 -2.53148 -0.1 -0.4 -0.1 0.36
```
Forces are in eV/Å.

The net charge is -1. Its energy above the lowest of the compared OMol25 structures with the same formula, charge and spin is 74.0 kcal/mol. For the LUMO energy, the calculation gives 3.6 eV. For the gap between HOMO and LUMO, the calculation gives 0.2244 hartree. The multiplicity is 1. For the molar mass, the calculation gives 119.2 g/mol. The HOMO energy comes out at -2.535 eV.